No. 1
This record from the OMol25 dataset describes a 6-piece molecular cluster, C16H49N4O7 overall in a non-equilibrium geometry. The level of theory is ωB97M-V/def2-TZVPD.

Results
Energy ... -37670.88320 eV
Total charge ... +1
Energy relative to the best compared isomer or geometry (same formula, charge and spin) ... 50.6 kcal per mole
Gap between HOMO and LUMO ... 9.59 eV
Strongest force on any atom ... 2.57 eV/Å
HOMO energy ... -0.4269 Eh

CARTESIAN COORDINATES (ANGSTROEM)
N (-22.5459, -21.7613, -7.2718)
H (-21.8708, -22.4434, -7.5866)
H (-23.0600, -21.3391, -8.0318)
H (-22.1452, -21.0023, -6.7393)
H (-23.1875, -22.2393, -6.6554)
C (-18.9845, -21.0892, -9.5431)
C (-20.2223, -20.7178, -10.2979)
O (-21.1784, -20.0612, -9.5604)
O (-17.8039, -21.2247, -10.3396)
H (-19.1755, -21.9718, -8.9327)
H (-18.6929, -20.2590, -8.8997)
H (-20.6531, -21.5600, -10.8395)
H (-19.9204, -19.9448, -11.0046)
H (-20.8229, -19.2556, -9.1780)
H (-17.5119, -20.3891, -10.7112)
C (-22.4910, -25.3903, -8.2946)
C (-21.0774, -24.8012, -8.1456)
O (-20.8793, -24.0210, -6.9780)
O (-23.4500, -24.3217, -8.5296)
H (-22.7456, -26.0654, -7.4776)
H (-22.5061, -26.0142, -9.1882)
H (-20.7808, -24.1574, -8.9736)
H (-20.3880, -25.6441, -8.0973)
H (-20.5991, -24.4992, -6.1941)
H (-24.2672, -24.7908, -8.3459)
C (-21.5936, -20.4250, -3.5818)
C (-20.4972, -20.1693, -4.6938)
C (-19.6131, -21.4060, -4.8563)
O (-18.8975, -21.4936, -6.0805)
C (-17.7766, -20.5646, -6.1169)
N (-21.1453, -19.8680, -5.9294)
H (-22.4235, -21.0294, -3.9478)
H (-22.0814, -19.4884, -3.3120)
H (-21.0559, -20.9262, -2.7770)
H (-19.8510, -19.3208, -4.4690)
H (-20.2637, -22.2772, -4.7797)
H (-18.9703, -21.4202, -3.9761)
H (-17.4371, -20.6617, -7.1481)
H (-17.0431, -21.0132, -5.4470)
H (-17.9402, -19.5442, -5.7703)
H (-20.4002, -19.7139, -6.5935)
H (-21.4032, -18.8950, -5.8475)
C (-24.3462, -23.4920, -2.9810)
C (-23.4878, -23.8214, -4.1844)
C (-23.5300, -25.3552, -4.4515)
O (-24.8292, -25.6922, -4.8826)
C (-24.9516, -27.0650, -5.1492)
N (-23.9971, -23.0815, -5.3404)
H (-25.4073, -23.7186, -3.0843)
H (-24.1472, -22.4429, -2.7624)
H (-24.0038, -24.0329, -2.0988)
H (-22.4351, -23.5708, -4.0532)
H (-23.3370, -25.9404, -3.5523)
H (-22.7591, -25.5534, -5.1962)
H (-24.7114, -27.7287, -4.3186)
H (-24.1603, -27.2379, -5.8785)
H (-25.8411, -27.3790, -5.6955)
H (-24.7129, -22.4684, -4.9772)
H (-24.5518, -23.8288, -5.7328)
C (-26.2041, -20.9951, -9.6706)
C (-24.7418, -21.0069, -10.0459)
C (-24.5524, -20.5045, -11.5242)
O (-25.3255, -21.2036, -12.5053)
C (-25.3285, -20.6711, -13.8263)
N (-24.1062, -20.0748, -9.1002)
H (-26.8078, -21.5524, -10.3868)
H (-26.7445, -20.0542, -9.5670)
H (-26.3630, -21.3295, -8.6454)
H (-24.3832, -22.0213, -9.8709)
H (-23.5082, -20.5967, -11.8231)
H (-24.6758, -19.4265, -11.6279)
H (-25.7687, -19.6775, -13.7423)
H (-25.9242, -21.3052, -14.4829)
H (-24.3306, -20.6181, -14.2617)
H (-24.5750, -19.1835, -9.1764)
H (-23.1621, -20.0362, -9.4570)


No. 2
This record from the OMol25 dataset describes a 9-piece molecular cluster, C27H50O27 overall in a non-equilibrium geometry. The level of theory is ωB97M-V/def2-TZVPD.

Results
Energy ... -84088.37797 eV
Energy relative to the best compared isomer or geometry (same formula, charge and spin) ... 104.4 kcal per mole
Gap between HOMO and LUMO ... 10.40 eV
Strongest force on any atom ... 4.76 eV/Å
SMILES ... COC(=O)OC.COC(=O)OC.COC(=O)OC.COC(=O)OC.COC(=O)OC.COC(=O)OC.COC(=O)OC.O=C1OCCO1.O=C1OCCO1
HOMO energy ... -0.3695 Eh

CARTESIAN COORDINATES (ANGSTROEM)
C (4.7983, -2.6291, -3.1607)
C (3.7436, -3.6616, -3.4695)
O (2.8086, -3.4718, -2.4290)
C (3.4053, -2.7062, -1.4338)
O (2.8016, -2.4391, -0.3865)
O (4.6594, -2.4508, -1.7325)
H (4.5053, -1.7625, -3.7535)
H (5.7703, -2.9289, -3.5524)
H (4.0487, -4.7049, -3.5505)
H (3.1960, -3.3412, -4.3558)
C (0.3285, 0.0647, -0.7878)
C (0.7320, 0.0578, 0.7698)
O (0.2654, -1.2338, 1.2335)
C (-0.4474, -1.8892, 0.2702)
O (-0.9556, -3.0023, 0.3974)
O (-0.5581, -1.0793, -0.8774)
H (1.2625, -0.0977, -1.3257)
H (-0.0888, 1.0549, -0.9708)
H (0.3508, 0.9282, 1.3038)
H (1.8217, 0.0842, 0.7713)
C (-0.7778, 5.4196, -1.5682)
O (-0.5334, 4.1400, -0.9224)
C (0.3299, 4.0113, 0.1142)
O (0.4263, 2.9525, 0.7517)
O (0.9787, 5.1581, 0.4045)
C (2.1361, 5.1628, 1.2769)
H (-0.1101, 5.4900, -2.4269)
H (-0.7483, 6.3574, -1.0133)
H (-1.8069, 5.4172, -1.9273)
H (2.4542, 6.1769, 1.5188)
H (2.9637, 4.7446, 0.7039)
H (1.9772, 4.7100, 2.2556)
C (3.1413, 4.2082, -3.8379)
O (3.1103, 3.0219, -3.1189)
C (3.6231, 2.9228, -1.9241)
O (4.0155, 3.8322, -1.1736)
O (3.5747, 1.6243, -1.4865)
C (4.1398, 1.2451, -0.2864)
H (3.0892, 3.9428, -4.8938)
H (3.9764, 4.8789, -3.6361)
H (2.2565, 4.8326, -3.7140)
H (3.5199, 1.3692, 0.6015)
H (5.0468, 1.8230, -0.1090)
H (4.3889, 0.1841, -0.2675)
C (-3.4838, 5.5881, -5.1646)
O (-3.9994, 4.6725, -4.1844)
C (-3.4360, 3.4057, -3.9642)
O (-2.4656, 2.9032, -4.5625)
O (-4.0892, 2.7156, -2.9383)
C (-3.5890, 1.4188, -2.5179)
H (-2.6734, 6.1424, -4.6912)
H (-4.2800, 6.2866, -5.4221)
H (-3.1298, 5.1008, -6.0730)
H (-3.6901, 0.5930, -3.2222)
H (-3.9888, 1.0757, -1.5637)
H (-2.5094, 1.4395, -2.3694)
C (-1.5246, -1.0691, 5.0683)
O (-1.4029, -0.4409, 3.8855)
C (-2.3187, 0.3787, 3.3746)
O (-3.4673, 0.4316, 3.7927)
O (-1.8468, 0.8195, 2.2052)
C (-2.6213, 1.8718, 1.5431)
H (-1.4855, -2.1584, 5.0708)
H (-2.3646, -0.6987, 5.6559)
H (-0.5847, -0.9086, 5.5966)
H (-3.0191, 2.6939, 2.1382)
H (-3.4563, 1.3446, 1.0816)
H (-1.9630, 2.2750, 0.7736)
C (-5.2275, -4.0495, -4.2830)
O (-4.9691, -3.8803, -2.9308)
C (-4.6450, -2.6531, -2.4565)
O (-4.4786, -1.5695, -3.0666)
O (-4.5327, -2.8764, -1.1397)
C (-4.2926, -1.7960, -0.2432)
H (-6.3022, -3.8916, -4.3730)
H (-4.9571, -5.0648, -4.5732)
H (-4.8089, -3.2363, -4.8759)
H (-4.0497, -0.8999, -0.8141)
H (-3.5371, -1.9094, 0.5344)
H (-5.2186, -1.7293, 0.3279)
C (0.7481, 2.3581, 4.2426)
O (1.9929, 2.5078, 3.6269)
C (2.8372, 1.5610, 3.4134)
O (2.6492, 0.4001, 3.7210)
O (4.0014, 1.9467, 2.9025)
C (5.1398, 1.1145, 3.0064)
H (0.0834, 1.6884, 3.6969)
H (0.2549, 3.3094, 4.4424)
H (0.9083, 1.9517, 5.2412)
H (5.5214, 1.0778, 4.0267)
H (5.8653, 1.4032, 2.2459)
H (4.7873, 0.1423, 2.6617)
C (0.5499, -9.6407, 4.3842)
O (-0.1505, -8.7323, 3.4908)
C (-0.2672, -7.4213, 3.7110)
O (0.3291, -6.7309, 4.5629)
O (-1.0674, -6.9184, 2.7191)
C (-1.3823, -5.5283, 2.6007)
H (0.1659, -9.6443, 5.4043)
H (1.6148, -9.4192, 4.4550)
H (0.5074, -10.6340, 3.9373)
H (-0.4603, -4.9531, 2.6845)
H (-2.0801, -5.1357, 3.3404)
H (-1.7596, -5.4448, 1.5815)


No. 3
This record from the OMol25 dataset describes a 2-piece molecular cluster, C2H5N3 overall in a non-equilibrium geometry. The level of theory is ωB97M-V/def2-TZVPD.

Results
Energy ... -6621.65680 eV
Energy relative to the best compared isomer or geometry (same formula, charge and spin) ... 75.6 kcal per mole
Gap between HOMO and LUMO (alpha / beta) ... 8.53 / 7.97 eV
Strongest force on any atom ... 6.82 eV/Å
HOMO energy (alpha / beta) ... -0.3225 / -0.3001 Eh

CARTESIAN COORDINATES (ANGSTROEM)
C (-1.3394, 0.1380, 0.2724)
C (-0.0539, 0.5150, 0.4528)
N (-2.4263, -0.0648, -0.0511)
N (0.4616, -1.5486, -0.1270)
N (0.7613, 1.3749, -0.2893)
H (0.2628, 0.3591, 1.5637)
H (-0.0296, -1.9631, 0.6411)
H (0.1977, -1.9334, -1.0117)
H (1.7493, 1.4359, -0.2652)
H (0.4167, 1.6868, -1.1856)


No. 4
This record from the OMol25 dataset describes C19H22N7ORh as an isolated structure in a non-equilibrium geometry. The level of theory is ωB97M-V/def2-TZVPD.

Results
Energy ... -35544.39350 eV
Gap between HOMO and LUMO (alpha / beta) ... 5.51 / 5.51 eV
Strongest force on any atom ... 1.97 eV/Å
HOMO energy (alpha / beta) ... -0.2050 / -0.2050 Eh

CARTESIAN COORDINATES (ANGSTROEM)
Rh (0.2178, 0.4195, -0.3436)
O (2.3130, 0.5615, -0.4927)
C (3.2286, -0.2519, -0.0903)
C (4.5318, 0.2241, 0.2160)
C (5.5612, -0.6228, 0.5501)
C (5.3633, -2.0105, 0.6124)
C (4.1036, -2.4996, 0.3446)
C (3.0362, -1.6573, 0.0039)
C (1.7132, -2.2332, -0.2262)
N (0.5430, -1.6438, -0.0457)
C (-0.4280, -2.6015, -0.2672)
C (0.1515, -3.7825, -0.5870)
N (1.5129, -3.5356, -0.5595)
H (4.6824, 1.2962, 0.1598)
H (6.5381, -0.2100, 0.7780)
H (6.1723, -2.6796, 0.8718)
H (3.9326, -3.5695, 0.4318)
H (-1.4742, -2.3639, -0.1683)
H (-0.2564, -4.7498, -0.8230)
H (2.2416, -4.1876, -0.7828)
N (-1.7406, 3.5958, 1.6326)
C (-0.5057, 4.1796, 1.6677)
C (0.3121, 3.3607, 0.9441)
N (-0.4124, 2.2989, 0.4527)
C (-1.6330, 2.4596, 0.8943)
C (-2.7657, 1.5499, 0.6735)
N (-2.7853, 0.5832, -0.2076)
C (-3.9907, -0.1160, -0.0645)
C (-4.6779, 0.4688, 0.9439)
N (-3.9059, 1.5224, 1.3910)
H (-2.5794, 3.9775, 2.0317)
H (-0.3198, 5.0932, 2.2054)
H (1.3617, 3.4612, 0.7276)
H (-4.2194, -0.9562, -0.6937)
H (-5.6340, 0.2366, 1.3784)
H (-3.9686, 1.8758, 2.3316)
C (-2.4127, -0.7533, -3.1852)
C (-2.1011, 0.5799, -2.4939)
C (-3.2741, 1.5475, -2.6708)
C (-0.8717, 1.1987, -3.1536)
N (-1.7610, 0.3483, -1.0623)
H (-2.5155, -0.6328, -4.2681)
H (-3.3445, -1.1899, -2.8103)
H (-1.6020, -1.4575, -2.9869)
H (-3.3711, 1.8122, -3.7254)
H (-3.1008, 2.4715, -2.1091)
H (-4.2306, 1.1242, -2.3517)
H (-1.0304, 1.2768, -4.2341)
H (0.0133, 0.5909, -2.9659)
H (-0.6772, 2.1945, -2.7512)